# 1
Density functional theory data (wB97M-V/def2-TZVPD) for C4H4AgO6 as an isolated structure.

The geometry in XYZ format:
```
15
Properties=species:S:1:pos:R:3
O -0.789 -0.537 -1.389
C -1.879 -1.327 -1.446
O -1.586 -2.582 -1.262
O -3.013 -0.857 -1.506
Ag 0.363 -2.217 -1.054
O 2.015 0.931 0.142
C 1.852 -0.297 0.477
C 0.327 1.530 0.137
O 1.976 -1.270 -0.294
O 0.787 -0.438 1.296
C 0.045 0.791 1.458
H 0.143 2.586 0.374
H 0.343 1.784 -0.926
H -1.010 0.582 1.657
H 0.424 1.320 2.338
```

Values from the calculation:
Spin multiplicity: 2
HOMO energy (spin up / spin down), eV: -9.25 / -9.67
Gap between HOMO and LUMO (spin up / spin down), eV: 7.901 / 7.599

natural (NBO) population analysis, charges in e, atoms 1 to 4: number 1, O, carries -0.70; number 2, C, carries 0.91; number 3, O, carries -0.71; number 4, O, carries -0.62

***

# 2
Density functional theory data (wB97M-V/def2-TZVPD) for C4H4BeO6 as an isolated structure.

The geometry in XYZ format:
```
15
Properties=species:S:1:pos:R:3
O -1.816 -0.063 0.922
C -1.859 0.886 0.046
O -1.191 1.922 0.142
O -2.055 0.382 -1.142
Be 0.385 1.872 0.370
O 2.824 -0.137 -1.055
C 2.130 0.797 -0.686
C -0.780 -1.077 0.943
O 2.494 1.996 -0.503
O 0.951 0.524 -0.060
C -0.003 -1.002 -0.360
H -1.296 -2.034 1.053
H -0.168 -0.857 1.824
H -0.481 -1.535 -1.190
H 0.864 -1.672 -0.305
```

Values from the calculation:
Charge: +1
Spin multiplicity: 2
HOMO energy (spin up / spin down), eV: -13.99 / -13.99
Gap between HOMO and LUMO (spin up / spin down), eV: 7.606 / 4.571

natural (NBO) population analysis, charges in e, atoms 1 to 4: number 1, O, carries -0.44; number 2, C, carries 1.03; number 3, O, carries -0.83; number 4, O, carries -0.09

***

# 3
Density functional theory data (wB97M-V/def2-TZVPD) for C4H4BiO3 as an isolated structure.

The geometry in XYZ format:
```
12
Properties=species:S:1:pos:R:3
O 2.030 -0.022 -0.675
C 1.309 0.549 0.202
O 0.120 -0.251 0.327
O 1.439 1.570 0.819
Bi 0.972 -1.674 -0.929
C -1.162 0.459 0.885
C -2.158 0.781 0.023
C -0.964 -0.265 2.059
H -1.948 0.855 -1.045
H -3.167 0.949 0.399
H -0.091 -0.088 2.688
H -1.804 -0.851 2.433
```

Values from the calculation:
Charge: +2
Spin multiplicity: 2
HOMO energy (spin up / spin down), eV: -16.81 / -19.28
Gap between HOMO and LUMO (spin up / spin down), eV: 3.606 / 6.092

natural (NBO) population analysis, charges in e, atoms 1 to 4: number 1, O, carries -0.77; number 2, C, carries 0.93; number 3, O, carries -0.76; number 4, O, carries -0.36

***

| no. | strongest force on any atom (eV/A) | energy (eV) |
| --- | --- | --- |
| 1 | 6.176 | -20491.4023 |
| 2 | 7.037 | -16887.1381 |
| 3 | 7.251 | -16169.2565 |